Entry 1:
A molecular structure, C16H10BrF5ReS. Source: OMol25; level of theory: wB97M-V/def2-TZVPD.

CARTESIAN COORDINATES (ANGSTROEM)
C (1.693, 2.423, 1.042)
C (1.592, 1.721, 2.316)
C (1.717, 0.279, 2.048)
H (1.375, 2.143, 3.290)
C (1.880, 0.147, 0.600)
C (1.869, 1.453, 0.006)
H (2.122, 1.672, -1.040)
H (1.686, 3.502, 0.865)
H (1.565, -0.509, 2.760)
H (2.051, -0.770, 0.022)
Re (0.011, 1.018, 1.167)
Br (-2.395, 1.856, 1.727)
C (-2.998, 2.045, -2.691)
C (-1.653, 1.787, -3.073)
C (-0.795, 2.519, -2.183)
H (-1.278, 1.156, -3.887)
C (-1.632, 3.209, -1.265)
C (-2.998, 2.864, -1.541)
H (-3.837, 3.257, -0.992)
H (-3.888, 1.680, -3.215)
H (0.329, 2.665, -2.209)
H (-1.230, 4.001, -0.620)
F (1.905, -5.416, 1.633)
C (1.195, -4.390, 1.128)
C (1.387, -3.996, -0.180)
F (2.193, -4.742, -0.974)
C (0.679, -2.910, -0.703)
F (0.633, -2.774, -2.057)
C (-0.112, -2.113, 0.149)
S (-0.813, -0.487, -0.301)
C (-0.506, -2.708, 1.356)
F (-1.646, -2.309, 1.959)
C (0.162, -3.833, 1.874)
F (-0.265, -4.440, 2.991)

- Multiplicity: 4
- E_tot: -113344.1040 eV
- ΔE to the lowest compared entry with this formula, charge and spin: 1.0651 eV
- Charge: 0

Atom charges from the Löwdin analysis, given in e for atoms 1 to 2:
1. C -0.1856
2. C -0.2491


Entry 2:
A molecular structure, C16H10IN2Se2Sr. Source: OMol25; level of theory: wB97M-V/def2-TZVPD.

CARTESIAN COORDINATES (ANGSTROEM)
Sr (-1.130, -1.130, -1.665)
I (1.517, -2.869, -1.508)
C (2.226, -2.212, 0.232)
C (3.362, -1.890, 0.816)
C (3.799, -1.741, 2.271)
C (2.558, -2.032, 2.837)
C (1.086, -2.177, 2.392)
C (0.074, -1.953, 3.317)
C (-1.244, -2.285, 3.018)
C (-1.565, -2.281, 1.715)
C (-0.476, -1.997, 0.690)
C (0.729, -1.999, 1.009)
H (4.228, -2.275, -0.054)
H (4.596, -2.048, 2.657)
H (2.448, -2.044, 3.681)
H (0.132, -2.433, 4.641)
H (-2.299, -2.604, 3.737)
H (-2.825, -1.987, 1.104)
Se (0.893, 1.441, -2.048)
C (-0.183, 3.081, -2.148)
C (-0.275, 3.480, -0.950)
C (-0.658, 4.836, -1.049)
N (-1.125, 5.127, -2.291)
C (-0.557, 5.058, -3.336)
C (-0.052, 3.843, -3.459)
H (-0.008, 3.140, -0.007)
H (-0.713, 5.324, -0.130)
H (-1.180, 5.958, -4.504)
H (-0.078, 3.049, -4.494)
Se (-3.087, -3.238, -1.994)
C (-4.653, -1.953, -2.060)
N (-5.541, -1.189, -2.422)

- E_tot: -159346.2554 eV
- Charge: -1

Atom charges from the Löwdin analysis, given in e for atoms 1 to 2:
1. Sr 0.7414
2. I 1.0140


Entry 3:
A molecular structure, C16H10N2O13SSc. Source: OMol25; level of theory: wB97M-V/def2-TZVPD.

CARTESIAN COORDINATES (ANGSTROEM)
Sc (0.256, -0.182, 0.747)
O (4.304, 4.000, -1.004)
C (3.511, 3.170, -0.653)
C (2.100, 3.430, -0.117)
O (1.552, 4.508, -0.058)
C (1.605, 2.113, 0.276)
C (2.529, 1.110, -0.004)
O (2.272, -0.132, 0.285)
C (3.724, 1.656, -0.651)
O (4.672, 1.066, -1.119)
O (0.450, 1.813, 0.817)
O (-3.619, -1.547, 0.561)
C (-2.699, -0.912, 1.047)
O (-1.825, -0.204, 0.415)
C (-2.482, -0.853, 2.552)
C (-3.477, -0.505, 3.430)
C (-3.147, -0.204, 4.751)
C (-1.843, -0.165, 5.193)
C (-0.851, -0.513, 4.294)
C (-1.142, -0.970, 2.995)
O (-0.230, -1.481, 2.208)
N (0.534, -0.347, 4.702)
O (1.331, -0.017, 3.849)
O (0.810, -0.497, 5.876)
N (-4.208, 0.143, 5.687)
O (-3.897, 0.402, 6.832)
O (-5.350, 0.146, 5.275)
H (-4.503, -0.437, 3.099)
H (-1.598, 0.134, 6.200)
O (0.223, -1.375, -1.019)
S (-0.266, -2.668, -1.621)
C (1.095, -3.843, -1.338)
C (0.799, -4.574, -0.034)
C (-0.708, -4.809, -0.042)
C (-1.322, -3.453, -0.362)
H (2.000, -3.237, -1.339)
H (1.114, -4.523, -2.191)
H (1.075, -3.945, 0.815)
H (1.369, -5.501, 0.037)
H (-1.082, -5.176, 0.913)
H (-0.970, -5.547, -0.806)
H (-1.249, -2.788, 0.498)
H (-2.353, -3.453, -0.706)

- E_tot: -77889.3523 eV
- ΔE to the lowest compared entry with this formula, charge and spin: 0.1519 eV
- Charge: -1

Atom charges from the Löwdin analysis, given in e for atoms 1 to 2:
1. Sc 1.1758
2. O 0.1359


Entry 4:
A molecular structure, C16H10N3RuSbSe4. Source: OMol25; level of theory: wB97M-V/def2-TZVPD.

CARTESIAN COORDINATES (ANGSTROEM)
Ru (-7.900, -9.978, 13.712)
Se (-8.799, -13.266, 17.326)
Sb (-9.601, -11.917, 15.403)
Se (-8.800, -9.633, 15.914)
Se (-8.635, -12.093, 13.080)
Se (-11.975, -12.112, 14.676)
N (-2.497, -3.114, 7.912)
C (-2.901, -4.000, 8.560)
C (-3.515, -4.956, 9.379)
C (-3.684, -6.312, 8.935)
C (-4.335, -7.173, 9.782)
C (-4.916, -6.727, 11.049)
C (-4.758, -5.396, 11.438)
C (-4.035, -4.505, 10.629)
C (-5.682, -7.661, 11.875)
C (-5.429, -9.074, 11.988)
C (-4.453, -9.864, 11.252)
C (-4.514, -11.114, 11.745)
C (-5.420, -11.158, 12.805)
N (-6.001, -9.921, 13.020)
C (-6.977, -7.195, 12.429)
C (-7.506, -5.825, 12.475)
C (-8.673, -5.879, 13.188)
C (-8.936, -7.211, 13.528)
N (-7.885, -8.015, 13.133)
H (-3.186, -6.671, 8.022)
H (-4.539, -8.194, 9.462)
H (-5.089, -5.055, 12.422)
H (-3.808, -3.536, 10.996)
H (-3.862, -9.469, 10.465)
H (-3.926, -11.943, 11.388)
H (-5.673, -11.952, 13.479)
H (-7.083, -4.958, 11.943)
H (-9.245, -5.029, 13.477)
H (-9.714, -7.600, 14.101)

- Multiplicity: 5
- E_tot: -291726.7192 eV
- Charge: 0

Atom charges from the Löwdin analysis, given in e for atoms 1 to 2:
1. Ru 0.6395
2. Se -0.1388


Entry 5:
2 unconnected molecules or ions with the total composition C16H11BrF2NO4S2. Source: OMol25; level of theory: wB97M-V/def2-TZVPD.

CARTESIAN COORDINATES (ANGSTROEM)
Br (0.302, -0.007, 2.416)
C (2.182, 0.198, 1.600)
S (3.139, -1.328, 2.306)
C (1.984, -2.638, 1.860)
C (1.155, -3.082, 2.889)
C (0.329, -4.177, 2.662)
C (0.312, -4.779, 1.399)
C (1.101, -4.286, 0.358)
C (1.923, -3.176, 0.578)
O (4.422, -1.498, 1.602)
O (3.176, -1.076, 3.721)
H (2.498, 1.104, 2.152)
H (1.174, -2.578, 3.854)
H (-0.295, -4.543, 3.477)
H (-0.334, -5.637, 1.220)
H (1.105, -4.764, -0.625)
H (2.516, -2.776, -0.245)
F (3.657, 2.403, -0.075)
C (2.467, 1.710, -0.387)
F (2.251, 1.819, -1.702)
S (2.963, -0.115, 0.175)
N (-0.399, 1.457, -0.786)
C (-0.955, 1.040, -1.964)
O (-0.549, 0.156, -2.708)
C (-2.194, 1.826, -2.264)
C (-2.357, 2.669, -1.198)
C (-3.433, 3.550, -1.063)
C (-4.300, 3.616, -2.193)
C (-4.072, 2.790, -3.348)
C (-3.006, 1.842, -3.410)
C (-1.165, 2.461, -0.301)
O (-0.991, 3.156, 0.692)
H (1.540, 2.177, 0.037)
H (-3.480, 4.118, -0.124)
H (-5.153, 4.321, -2.133)
H (-4.748, 2.869, -4.211)
H (-2.765, 1.178, -4.256)

- E_tot: -123597.5738 eV
- ΔE to the lowest compared entry with this formula, charge and spin: 0.7714 eV
- Charge: -1

Atom charges from the Löwdin analysis, given in e for atoms 1 to 2:
1. Br 0.6708
2. C -0.9882


Entry 6:
9 unconnected molecules or ions with the total composition C16H11Cl32F9O2S. Source: OMol25; level of theory: wB97M-V/def2-TZVPD.

CARTESIAN COORDINATES (ANGSTROEM)
O (-3.801, 2.850, 3.817)
C (-3.273, 2.230, 2.988)
O (-3.578, 0.913, 2.878)
C (-2.510, 0.135, 2.307)
C (-1.988, -0.887, 3.341)
C (-0.988, -0.267, 4.390)
C (0.504, -0.385, 3.881)
C (1.360, 0.653, 4.689)
C (2.390, 1.431, 3.808)
F (3.576, 1.267, 4.477)
F (2.574, 0.842, 2.575)
C (2.175, 2.979, 3.757)
F (3.376, 3.528, 3.493)
F (1.824, 3.492, 4.932)
S (0.994, 3.616, 2.447)
F (0.170, 2.242, 2.370)
F (1.972, 3.230, 1.235)
F (1.698, 5.067, 2.523)
F (-0.040, 4.105, 3.602)
F (-0.024, 4.227, 1.369)
H (-2.525, 2.752, 2.359)
H (-2.963, -0.441, 1.469)
H (-1.725, 0.763, 1.843)
H (-2.873, -1.212, 3.931)
H (-1.588, -1.801, 2.865)
H (-1.221, 0.821, 4.397)
H (-1.139, -0.734, 5.375)
H (0.449, -0.197, 2.797)
H (0.850, -1.415, 4.090)
H (1.888, 0.113, 5.496)
H (0.684, 1.355, 5.215)
C (6.747, 1.504, 2.148)
Cl (7.410, 0.739, 0.692)
Cl (5.015, 1.174, 2.257)
Cl (7.563, 0.852, 3.579)
Cl (7.011, 3.253, 2.066)
C (-0.211, 0.125, -0.891)
Cl (-0.618, -1.065, 0.358)
Cl (0.657, -0.678, -2.206)
Cl (-1.702, 0.856, -1.510)
Cl (0.809, 1.386, -0.190)
C (0.534, 0.138, -6.387)
Cl (1.842, 1.322, -6.239)
Cl (-0.474, 0.189, -4.931)
Cl (-0.451, 0.522, -7.808)
Cl (1.220, -1.483, -6.571)
C (-3.556, 3.403, -5.157)
Cl (-2.693, 4.942, -5.243)
Cl (-3.097, 2.568, -3.665)
Cl (-5.302, 3.695, -5.161)
Cl (-3.122, 2.404, -6.550)
C (-3.114, -4.453, 1.408)
Cl (-3.177, -2.896, 0.569)
Cl (-3.629, -4.238, 3.089)
Cl (-4.190, -5.604, 0.603)
Cl (-1.455, -5.070, 1.374)
C (1.030, 6.496, -3.941)
Cl (0.114, 7.396, -5.163)
Cl (1.242, 4.822, -4.479)
Cl (2.615, 7.251, -3.718)
Cl (0.145, 6.515, -2.409)
C (0.951, -5.355, -4.684)
Cl (1.144, -5.217, -6.439)
Cl (2.455, -5.959, -3.971)
Cl (0.572, -3.766, -4.005)
Cl (-0.367, -6.478, -4.321)
C (-1.594, -10.134, -3.460)
Cl (-1.660, -9.087, -2.033)
Cl (0.014, -10.034, -4.191)
Cl (-1.922, -11.806, -2.980)
Cl (-2.808, -9.606, -4.635)

- SMILES: O=COCCCCCC(F)(F)C(F)(F)S(F)(F)(F)(F)F.ClC(Cl)(Cl)Cl.ClC(Cl)(Cl)Cl.ClC(Cl)(Cl)Cl.ClC(Cl)(Cl)Cl.ClC(Cl)(Cl)Cl.ClC(Cl)(Cl)Cl.ClC(Cl)(Cl)Cl.ClC(Cl)(Cl)Cl
- E_tot: -456870.1273 eV
- ΔE to the lowest compared entry with this formula, charge and spin: 1.5270 eV
- Charge: 0

Atom charges from the Löwdin analysis, given in e for atoms 1 to 2:
1. O 0.1228
2. C -0.3802


> The lowest E_tot belongs to which entry?

C16H11Cl32F9O2S


> Number 5 is which compound?

C16H11BrF2NO4S2


Please write out number 1 again, unchanged.
A molecular structure, C16H10BrF5ReS. Source: OMol25; level of theory: wB97M-V/def2-TZVPD.

CARTESIAN COORDINATES (ANGSTROEM)
C (1.693, 2.423, 1.042)
C (1.592, 1.721, 2.316)
C (1.717, 0.279, 2.048)
H (1.375, 2.143, 3.290)
C (1.880, 0.147, 0.600)
C (1.869, 1.453, 0.006)
H (2.122, 1.672, -1.040)
H (1.686, 3.502, 0.865)
H (1.565, -0.509, 2.760)
H (2.051, -0.770, 0.022)
Re (0.011, 1.018, 1.167)
Br (-2.395, 1.856, 1.727)
C (-2.998, 2.045, -2.691)
C (-1.653, 1.787, -3.073)
C (-0.795, 2.519, -2.183)
H (-1.278, 1.156, -3.887)
C (-1.632, 3.209, -1.265)
C (-2.998, 2.864, -1.541)
H (-3.837, 3.257, -0.992)
H (-3.888, 1.680, -3.215)
H (0.329, 2.665, -2.209)
H (-1.230, 4.001, -0.620)
F (1.905, -5.416, 1.633)
C (1.195, -4.390, 1.128)
C (1.387, -3.996, -0.180)
F (2.193, -4.742, -0.974)
C (0.679, -2.910, -0.703)
F (0.633, -2.774, -2.057)
C (-0.112, -2.113, 0.149)
S (-0.813, -0.487, -0.301)
C (-0.506, -2.708, 1.356)
F (-1.646, -2.309, 1.959)
C (0.162, -3.833, 1.874)
F (-0.265, -4.440, 2.991)

- Multiplicity: 4
- E_tot: -113344.1040 eV
- ΔE to the lowest compared entry with this formula, charge and spin: 1.0651 eV
- Charge: 0

Atom charges from the Löwdin analysis, given in e for atoms 1 to 2:
1. C -0.1856
2. C -0.2491